Entry 1:
Entry from the OMol25 dataset: 9 unconnected molecules or ions with the total composition C4H23O10S2 in a non-equilibrium geometry (ωB97M-V with the def2-TZVPD basis set).

Orbital gap = 8.896 eV
Energy relative to the best compared isomer or geometry (same formula, charge and spin) = 23.4 kcal per mole
LUMO energy = 2.76 eV
Total charge = -1

Geometry as XYZ:
```
39
Properties=species:S:1:pos:R:3:forces:R:3:mulliken_charge:R:1
C 1.150722 0.354737 0.819123 -0.284 0.185 -0.063 -0.63
C 1.535237 0.251306 -0.635750 0.254 0.520 0.432 0.34
O 0.558239 0.136952 -1.438358 0.666 -0.491 0.064 -0.79
O 2.747447 0.322325 -0.917723 -0.810 -0.323 -0.152 -0.87
C -0.150745 1.212985 0.916648 2.448 0.716 1.685 -0.06
S -0.587980 1.298916 2.714383 -1.039 1.410 -1.020 -0.08
S -0.716390 -0.606834 3.111565 1.371 -3.019 1.732 -0.08
C -2.243054 -1.522179 2.905091 -1.881 1.336 1.032 -0.68
H 1.195726 -0.682258 1.200808 -1.052 0.326 -0.072 0.36
H 1.895454 0.811539 1.456395 0.515 0.444 -0.314 0.48
H -0.951520 0.747135 0.399340 -0.804 0.400 -0.642 -0.06
H 0.169001 2.304674 0.650295 -1.082 -2.003 0.035 0.24
H -2.416871 -1.955541 1.960529 0.027 -0.462 -1.009 0.08
H -2.686164 -2.137929 3.701293 1.840 -0.852 0.331 0.38
H -3.050658 -0.856174 3.129454 -0.709 1.473 -0.942 0.37
H 4.322600 -0.569021 -0.775719 -1.736 2.840 0.774 0.47
H 4.285619 -1.742598 -1.604860 0.073 -0.235 -0.117 0.28
O 4.801286 -1.333846 -0.907385 1.980 -2.939 -0.560 -0.64
H -3.179627 -3.611506 -0.243570 -0.790 -5.530 -1.245 0.30
H -2.563253 -2.420093 -0.631192 1.910 1.995 -2.248 0.33
O -3.099852 -2.774623 0.018325 -1.432 3.317 3.660 -0.55
H -1.180163 -1.494831 -2.298338 0.785 -0.823 -3.380 0.18
H -0.854669 -0.631551 -1.212511 0.401 -0.056 0.388 0.16
O -1.437100 -1.399105 -1.432862 -1.082 0.883 2.592 -0.53
H -1.559357 2.450716 -2.789085 -0.207 0.351 1.637 0.32
H -0.926927 3.455310 -1.837401 -2.169 -1.898 0.285 0.32
O -1.716448 2.781493 -1.851013 2.649 1.957 -2.132 -0.75
H -2.881818 0.131251 -1.343138 -0.312 0.987 0.057 0.33
H -3.004846 1.772991 -1.457391 -0.661 -2.399 0.927 0.45
O -3.455631 0.906282 -1.149864 0.575 0.995 -0.656 -0.71
H -0.917655 -2.916734 0.443221 1.956 -2.252 -0.298 0.32
H 0.413242 -2.717444 -0.104247 0.484 -0.645 -0.133 0.32
O -0.062913 -3.489666 0.249961 -2.378 2.717 0.474 -0.69
H 1.151374 1.732394 -3.688995 0.807 -0.267 -0.649 0.28
H 0.420268 1.424452 -2.447206 -0.535 -2.574 2.053 0.44
O 0.656735 2.124854 -2.989368 -0.098 3.475 -1.976 -0.66
H 3.398754 0.955713 -2.224006 0.605 0.794 0.445 0.50
H 4.569708 2.107880 -2.226010 -0.413 -0.494 0.387 0.24
O 3.941828 1.598737 -2.744650 0.130 0.145 -1.383 -0.72
```
Positions in Å, forces in eV/Å.



Entry 2:
Entry from the OMol25 dataset: 7 unconnected molecules or ions with the total composition C4H24N2O6S in a non-equilibrium geometry (ωB97M-V with the def2-TZVPD basis set).

Orbital gap = 8.690 eV
Energy relative to the best compared isomer or geometry (same formula, charge and spin) = 63.3 kcal per mole
LUMO energy = 0.42 eV
Total charge = 0
SMILES = CNC[C@@H](N)CS.O.O.O.O.O.O

Geometry as XYZ:
```
37
Properties=species:S:1:pos:R:3:forces:R:3:mulliken_charge:R:1
C 1.179055 1.799673 -1.653381 2.424 -0.407 0.840 -1.01
N 0.562340 0.635897 -1.016531 2.323 1.138 0.897 0.29
C -0.224247 -0.184948 -1.871398 0.579 0.549 -0.216 -0.69
C -0.235129 -1.545552 -1.089322 -2.427 -0.093 0.413 0.49
N -1.174454 -1.569732 0.074076 4.574 -2.702 -0.509 -0.46
C -0.616888 -2.602658 -2.103720 1.800 0.808 1.746 -1.10
S -1.175091 -4.215628 -1.639495 -0.366 -1.973 -0.595 -0.31
H 0.501974 2.232784 -2.288222 -1.952 1.512 -1.741 0.50
H 2.035487 1.483227 -2.369234 -1.010 0.297 1.387 0.30
H 1.520670 2.635136 -0.953482 -0.366 -1.676 -0.765 0.18
H 0.076435 0.813624 -0.142257 0.106 0.477 -0.161 0.00
H -1.214359 0.418222 -1.998856 0.941 -1.892 -0.319 0.10
H 0.347084 -0.264680 -2.884202 -1.199 -0.032 1.540 0.36
H 0.772823 -1.815038 -0.746275 -0.299 0.614 0.161 0.12
H -0.774204 -1.298434 0.933486 1.144 0.073 0.928 0.10
H -1.968653 -1.086992 0.069335 -4.045 2.479 -1.240 0.28
H -1.358110 -2.187319 -2.650729 -3.139 0.990 -1.562 0.43
H 0.184087 -2.432699 -2.801257 0.977 -1.618 -0.481 0.45
H -1.128220 -4.545447 -0.315473 0.521 1.304 -0.375 0.13
O 0.050779 3.580273 0.562172 0.777 2.338 -2.887 -0.57
H -0.083277 3.174530 1.359779 -0.740 -2.319 3.093 0.31
H 0.706653 4.238392 0.796383 0.149 0.443 -0.362 0.31
O -0.781355 1.497898 1.798331 -2.530 4.816 -3.228 -0.70
H -1.698682 1.954627 1.854813 2.352 -1.768 0.092 0.33
H -0.700410 0.805938 2.371254 -0.260 -2.965 3.157 0.36
O 2.167246 -0.117856 2.822175 1.032 -0.037 -1.344 -0.70
H 2.299156 0.826554 3.033269 0.071 -0.706 -0.475 0.32
H 2.653527 -0.304999 1.942788 -0.980 0.873 1.640 0.32
O -3.663388 -0.111224 -0.495129 -1.739 -2.897 -1.447 -0.68
H -4.128455 -0.847636 -1.074453 1.427 2.112 1.919 0.34
H -3.644083 0.616340 -1.100057 0.101 0.881 -0.503 0.30
O 3.421917 -0.055102 0.082946 0.770 3.850 2.094 -0.75
H 3.814637 -0.867104 0.092483 0.862 -3.418 -0.731 0.29
H 2.619866 0.108595 -0.364040 -1.945 -0.606 -1.235 0.41
O -0.398970 -0.244616 3.686823 -1.063 -0.386 -0.451 -0.65
H -0.450261 -0.070466 4.613403 0.037 0.109 0.822 0.26
H 0.504507 -0.453588 3.464010 1.093 -0.167 -0.103 0.37
```
Positions in Å, forces in eV/Å.



Entry 3:
Entry from the OMol25 dataset: 10 unconnected molecules or ions with the total composition C4H24NO12 in a non-equilibrium geometry (ωB97M-V with the def2-TZVPD basis set).

Orbital gap = 8.398 eV
Energy relative to the best compared isomer or geometry (same formula, charge and spin) = 63.3 kcal per mole
LUMO energy = 2.50 eV
Total charge = -1

Geometry as XYZ:
```
41
Properties=species:S:1:pos:R:3:forces:R:3:mulliken_charge:R:1
O -1.288742 -1.891196 0.669454 0.365 -0.200 -0.684 -1.01
C -2.039815 -1.135286 -0.001195 -1.704 0.132 -0.705 0.63
O -3.155275 -0.729880 0.399395 0.367 0.033 0.534 -0.84
C -1.850624 -0.859366 -1.545587 1.462 -1.105 0.301 0.43
C -0.629907 -0.056925 -2.010450 0.408 0.488 0.905 0.01
C -0.806240 1.404342 -1.727031 -0.642 -0.228 -0.679 -0.20
O -0.121811 2.290431 -2.189837 0.478 -0.008 -0.194 -0.65
N -1.775530 -2.181973 -2.204203 -0.566 0.881 -0.535 -0.78
H -2.763866 -0.332525 -1.798006 -0.060 -0.083 -0.377 0.32
H -0.282379 -0.244314 -3.024913 -0.626 0.021 -0.336 0.53
H 0.274819 -0.336042 -1.464451 -0.179 -0.195 0.407 -0.71
H -1.652073 1.664529 -1.075388 0.002 -0.084 -0.009 0.72
H -2.725825 -2.493331 -2.350427 0.166 -0.553 0.239 0.29
H -1.230985 -2.816160 -1.637746 -0.197 -0.153 0.115 0.30
H 3.821734 0.314632 -2.117748 -0.102 0.183 -0.204 0.33
H 2.448663 0.004272 -2.620580 -0.285 -0.156 -0.070 0.33
O 3.357902 0.024998 -2.914195 0.519 0.188 -0.239 -0.66
H -2.526963 -1.623411 3.166236 -0.114 0.308 0.063 0.33
H -1.361065 -1.445396 2.252192 -0.221 -0.155 -0.037 0.32
O -1.668501 -1.186063 3.159652 0.179 -0.359 0.184 -0.76
H -1.338080 0.442248 2.896335 -0.275 -0.106 0.366 0.43
H -0.865491 1.804767 3.522206 -0.087 -0.138 0.167 0.23
O -1.051114 1.356618 2.696088 0.438 0.273 -0.394 -0.57
H 2.333674 -2.658492 -0.737284 -0.037 0.100 0.327 0.28
H 1.814201 -1.184230 -0.660194 0.177 -0.770 0.373 0.24
O 2.078010 -1.901161 -1.263400 -0.077 0.241 -0.491 -0.53
H 0.048139 2.151234 1.206391 0.042 -0.304 -0.215 0.27
H 0.152850 2.694308 -0.341539 0.453 -0.193 0.152 0.29
O -0.247545 2.760646 0.527002 -0.447 1.032 0.451 -0.61
H 3.258021 -0.814669 2.253189 -0.186 0.040 -0.126 0.31
H 2.967860 0.615387 2.633611 -0.249 0.167 0.104 0.31
O 3.681445 0.047058 2.346127 0.334 -0.188 -0.130 -0.66
H -2.745015 2.160292 0.563617 -0.155 0.455 -0.003 0.35
H -3.527172 0.946521 0.242185 -0.367 0.303 -0.326 0.45
O -3.550705 1.923820 0.078216 0.445 -0.495 0.441 -0.79
H 3.888079 0.786877 0.134948 -0.150 0.073 0.577 0.38
H 3.208598 2.160754 -0.090258 -0.440 0.249 0.346 0.28
O 3.806343 1.528612 -0.469940 0.644 -0.361 -0.604 -0.66
H 0.495428 -1.874484 0.993310 -0.930 1.442 0.075 0.33
H 0.560214 -0.259077 1.353120 -1.527 0.308 0.266 0.18
O 1.008743 -1.058365 1.151096 3.147 -1.086 -0.037 -0.44
```
Positions in Å, forces in eV/Å.



Which of these has the highest LUMO energy?
C4H23O10S2



Which of these has the highest orbital gap?
C4H23O10S2



Which of these has the lowest LUMO energy?
C4H24N2O6S